(1)
One molecule with the formula C28H37N3O5, computed with ωB97M-V with the def2-TZVPD basis set.

Geometry as ORCA input:
```
! RIJCOSX wB97M-V def2-TZVPD def2/J DEFGRID3
* xyz 0 1
C -0.044 2.401 -3.158
H -0.407 1.981 -2.223
C 1.344 1.870 -3.496
H 2.080 2.240 -2.779
H 1.633 2.233 -4.483
C 1.385 0.337 -3.512
N 1.409 -0.212 -2.165
C 0.409 -0.988 -1.695
O -0.672 -1.174 -2.220
C 0.850 -1.580 -0.369
H 0.368 -1.067 0.466
C 0.748 -3.106 -0.247
C -0.220 -3.537 0.844
O 0.118 -4.094 1.863
N -1.488 -3.183 0.503
C -2.684 -3.380 1.203
C -3.850 -2.913 0.597
C -5.075 -3.075 1.226
C -5.127 -3.706 2.471
C -3.968 -4.162 3.061
C -2.738 -4.007 2.441
H -1.835 -4.366 2.902
H -4.016 -4.650 4.023
H -6.087 -3.825 2.947
O -6.268 -2.659 0.720
C -6.285 -2.034 -0.540
H -7.330 -1.802 -0.740
H -5.906 -2.697 -1.324
H -5.704 -1.106 -0.538
H -3.774 -2.430 -0.366
H -1.596 -2.710 -0.388
H 0.428 -3.540 -1.200
C 2.257 -3.453 -0.049
C 2.732 -2.842 1.253
C 2.863 -1.542 1.018
H 3.161 -0.741 1.663
C 2.394 -1.375 -0.409
C 2.592 -0.171 -1.319
H 3.505 -0.297 -1.906
C 2.744 1.106 -0.473
O 3.840 1.541 -0.194
N 1.589 1.634 -0.035
H 0.714 1.269 -0.379
C 1.530 2.816 0.806
C 1.071 4.031 -0.005
C 1.042 5.278 0.871
C 0.117 5.060 2.063
C 0.568 3.845 2.867
C 0.602 2.581 2.005
C 1.056 1.383 2.835
H 0.406 1.252 3.696
H 1.033 0.466 2.250
H 2.072 1.535 3.191
H -0.409 2.388 1.626
H -0.107 3.688 3.711
H 1.567 4.028 3.269
H 0.117 5.945 2.702
H -0.904 4.904 1.708
H 0.703 6.133 0.284
H 2.051 5.494 1.227
H 1.749 4.177 -0.847
H 0.070 3.841 -0.400
H 2.554 2.980 1.158
O 2.834 -2.587 -1.014
H 2.880 -3.398 2.155
H 2.516 -4.491 -0.231
C 2.564 -0.183 -4.334
H 2.692 -1.252 -4.181
H 2.376 -0.005 -5.390
H 3.486 0.327 -4.063
H 0.452 -0.041 -3.946
H -0.750 2.130 -3.939
H -0.028 3.485 -3.069
*
```

Calculated values
HOMO-LUMO gap in eV: 8.76
Total energy in eV: -44345.988
LUMO level in eV: 0.5
SMILES string: CC[C@@H](C)N1C(=O)[C@H]2[C@H](C(=O)Nc3cccc(OC)c3)[C@@H]3C=C[C@]2(O3)[C@@H]1C(=O)N[C@H]1CCCC[C@@H]1C

(2)
C28H37N9PdS as an isolated structure, computed with ωB97M-V with the def2-TZVPD basis set.

Geometry as ORCA input:
```
! RIJCOSX wB97M-V def2-TZVPD def2/J DEFGRID3
* xyz 4 1
Pd -0.218 -0.243 0.165
C -4.320 1.873 -0.829
N -2.857 2.030 -0.706
C -2.409 2.478 0.623
C -2.003 1.701 -1.653
N -0.683 1.337 -1.223
C 0.319 2.103 -1.527
C 0.259 3.354 -2.241
C 1.405 3.918 -2.661
C 2.709 3.292 -2.421
C 2.842 2.199 -1.649
C 1.663 1.621 -1.054
N 1.629 0.692 -0.150
C 2.863 0.163 0.371
N 3.586 0.953 1.136
C 3.036 2.139 1.812
C 5.041 0.790 1.325
N 3.142 -1.092 0.087
C 2.603 -1.784 -1.092
C 3.983 -1.950 0.943
N -2.271 1.636 -2.943
C -1.488 0.828 -3.892
C -3.367 2.392 -3.584
H -4.671 1.422 0.098
H -4.566 1.214 -1.654
H -4.814 2.835 -0.953
H -3.108 3.234 0.976
H -1.422 2.927 0.577
H -2.408 1.643 1.326
H -0.699 3.811 -2.447
H 1.384 4.852 -3.209
H 3.581 3.749 -2.873
H 3.813 1.763 -1.458
H 1.951 2.133 1.796
H 3.416 3.047 1.343
H 3.370 2.121 2.848
H 5.448 0.088 0.606
H 5.272 0.470 2.339
H 5.495 1.767 1.157
H 2.103 -1.093 -1.764
H 1.910 -2.565 -0.776
H 3.431 -2.248 -1.627
H 4.111 -1.501 1.922
H 4.951 -2.141 0.482
H 3.460 -2.898 1.057
H -0.741 0.229 -3.380
H -1.004 1.479 -4.620
H -2.171 0.166 -4.424
H -3.735 3.170 -2.924
H -4.179 1.732 -3.885
H -2.951 2.859 -4.476
N -1.267 -2.328 3.578
C -0.568 -1.938 4.765
C -0.952 -2.477 5.977
C -0.283 -2.097 7.135
C 0.753 -1.185 7.073
C 1.135 -0.640 5.848
C 0.469 -1.022 4.701
S 0.984 -0.296 3.157
N -0.062 -1.062 2.023
C -0.999 -1.917 2.350
C -1.801 -2.405 1.220
C -2.518 -3.582 1.203
C -3.207 -3.934 0.044
C -3.142 -3.093 -1.057
C -2.385 -1.939 -0.970
N -1.728 -1.597 0.144
H -2.052 -2.947 3.711
H -1.764 -3.193 6.025
H -0.577 -2.519 8.086
H 1.271 -0.891 7.976
H 1.945 0.077 5.801
H -2.525 -4.251 2.053
H -3.772 -4.856 0.004
H -3.659 -3.330 -1.976
H -2.300 -1.262 -1.811
*
```

Calculated values
HOMO-LUMO gap in eV: 3.89
Total energy in eV: -57323.839
LUMO level in eV: -13.8

(3)
C28H38BBeN5P2 as an isolated structure at a distorted geometry, computed with ωB97M-V with the def2-TZVPD basis set.

Geometry as ORCA input:
```
! RIJCOSX wB97M-V def2-TZVPD def2/J DEFGRID3
* xyz 0 1
Be 2.010 -0.526 3.181
C -2.472 2.022 4.195
C -3.414 1.802 3.270
C -3.120 1.203 1.916
C -2.573 -0.240 1.971
C -1.141 -0.296 1.549
C -0.141 0.429 2.096
C -0.261 1.790 2.716
C -0.973 2.036 4.055
C 2.810 -1.894 2.674
H -2.787 2.322 5.212
H -4.479 2.004 3.481
H -2.395 1.850 1.394
H -4.029 1.216 1.294
H -2.678 -0.656 2.985
H -3.191 -0.902 1.347
H -0.872 -1.022 0.770
H 0.930 0.144 1.837
H -0.634 2.526 1.987
H 0.777 2.102 2.923
H -0.529 1.394 4.822
H -0.688 3.059 4.350
H 3.071 -2.625 3.447
H 3.725 -1.664 2.118
H 2.109 -2.391 1.994
P 1.901 -0.856 -1.361
P -1.564 0.116 -1.184
N 3.230 0.199 -1.776
N 2.604 -2.279 -2.355
N -1.600 1.783 -1.808
N -3.220 -0.672 -1.667
C 0.818 -0.245 -2.732
C -0.683 -0.602 -2.616
C 4.328 0.396 -0.920
C 5.302 1.121 -1.603
C 4.810 1.360 -2.930
C 3.551 0.775 -3.012
C 2.484 -3.612 -1.954
C 2.835 -4.452 -3.014
C 3.195 -3.607 -4.114
C 3.046 -2.290 -3.679
C -1.056 2.857 -1.064
C -1.168 4.020 -1.833
C -1.717 3.640 -3.110
C -1.983 2.272 -3.064
C -4.174 -0.313 -2.624
C -4.955 -1.426 -2.946
C -4.490 -2.514 -2.135
C -3.445 -2.026 -1.359
H 1.153 -0.663 -3.697
H 0.935 0.848 -2.786
H -1.212 -0.262 -3.528
H -0.813 -1.691 -2.506
H 4.288 0.009 0.091
H 6.258 1.451 -1.209
H 5.310 1.899 -3.729
H 2.858 0.740 -3.842
H 2.162 -3.854 -0.955
H 2.828 -5.532 -3.008
H 3.512 -3.926 -5.098
H 3.229 -1.374 -4.218
H -0.566 2.669 -0.103
H -0.894 5.037 -1.541
H -1.848 4.298 -3.966
H -2.411 1.602 -3.810
H -4.247 0.705 -2.987
H -5.726 -1.484 -3.707
H -4.853 -3.537 -2.156
H -2.852 -2.542 -0.614
B 0.776 -0.304 7.257
C 1.351 -0.167 5.824
N 1.725 -0.149 4.703
H 1.491 -1.151 7.809
H -0.403 -0.702 7.189
H 0.846 0.757 7.861
*
```

Calculated values
HOMO-LUMO gap in eV: 8.04
Total energy in eV: -56754.744
LUMO level in eV: -0.4